ORCA calculation (ωB97M-V/def2-TZVPD) on a molecular structure, C3H6OS4.

```
14
Properties=species:S:1:pos:R:3
C 0.44 -0.48 -0.18
H -2.65 -1.55 1.07
H 0.41 -0.77 -1.27
C 0.91 0.98 -0.10
S 2.51 1.10 -1.04
S -2.16 1.32 0.84
H 2.48 2.35 -1.38
H 1.66 -2.65 0.19
S -2.61 0.33 -0.91
C -1.48 -0.28 0.37
S 1.17 -1.69 0.96
H 1.02 1.29 1.02
H 0.03 1.42 -0.67
O -1.72 -1.37 1.10
```

Properties
E: -48593.9820 eV
M: 186.35 g/mol
frontier orbital gap: 8.52 eV
ΔE to the lowest compared entry with this formula, charge and spin: 182.7 kJ/mol
HOMO: -8.6 eV

ORCA calculation (ωB97M-V/def2-TZVPD) on C3H6OSe in the gas phase.

```
11
Properties=species:S:1:pos:R:3
C -0.47 -0.24 0.52
H -0.35 -1.38 -1.39
H -0.79 -0.40 1.56
H 0.91 0.55 -0.94
O -0.49 -2.58 0.18
C 0.62 0.77 0.09
H 0.31 1.83 0.09
H 1.47 0.72 0.78
C -0.38 -1.51 -0.31
Se -2.47 0.21 -0.21
H -2.74 -0.95 0.42
```

Properties
E: -70600.5104 eV
M: 137.04 g/mol
frontier orbital gap: 9.32 eV
ΔE to the lowest compared entry with this formula, charge and spin: 29.5 kJ/mol
structure (SMILES): C[C@@H]([SeH])C=O
HOMO: -9.2 eV

ORCA calculation (ωB97M-V/def2-TZVPD) on C3H6P2 in the gas phase.

```
11
Properties=species:S:1:pos:R:3
H -1.03 0.46 1.46
C -0.21 -0.13 1.29
H -0.11 0.29 -2.14
C 0.46 0.10 0.03
H 0.54 0.02 1.99
H -0.83 -1.09 -1.47
H -0.63 -1.13 1.29
C -0.60 -0.07 -1.30
P 1.65 1.46 0.26
H -1.46 0.52 -1.15
P 2.22 -0.41 -0.25
```

Properties
E: -21783.5814 eV
M: 104.03 g/mol
frontier orbital gap: 7.86 eV
ΔE to the lowest compared entry with this formula, charge and spin: 82.5 kJ/mol
HOMO: -8.7 eV

ORCA calculation (ωB97M-V/def2-TZVPD) on C3H6P2S3 in the gas phase.

```
14
Properties=species:S:1:pos:R:3
H 1.41 -0.44 0.38
S -2.19 0.72 0.41
H -0.42 2.19 -0.35
H -0.77 -0.35 -1.85
H 0.21 1.06 1.70
S 0.14 -2.35 -0.19
C 0.29 -0.57 0.04
H -1.57 1.94 -1.47
C -0.14 0.26 -1.16
C -1.04 1.35 -0.72
P 2.22 -1.27 2.01
H 0.84 0.54 -1.63
P -0.70 -0.13 1.62
S 1.72 -2.96 1.20
```

Properties
E: -54289.6409 eV
M: 200.23 g/mol
frontier orbital gap: 6.30 eV
ΔE to the lowest compared entry with this formula, charge and spin: 163.9 kJ/mol
HOMO: -7.9 eV

ORCA calculation (ωB97M-V/def2-TZVPD) on C3H6S in the gas phase.

```
10
Properties=species:S:1:pos:R:3
C -2.22 -0.10 0.26
S 0.54 -1.14 0.08
C -0.73 -0.15 -0.37
H -2.98 0.64 0.06
H -2.53 -0.79 0.98
H 1.74 0.89 0.71
H -0.51 0.53 -1.16
H 1.97 0.71 -0.95
H 2.78 -0.66 0.35
C 1.94 0.06 0.04
```

Properties
E: -14040.4067 eV
M: 74.15 g/mol
frontier orbital gap (spin up / spin down): 8.37 / 8.37 eV
ΔE to the lowest compared entry with this formula, charge and spin: 237.3 kJ/mol
structure (SMILES): C=CSC
HOMO (spin up / spin down): -7.9 / -7.9 eV

ORCA calculation (ωB97M-V/def2-TZVPD) on C3H6S in the gas phase.

```
10
Properties=species:S:1:pos:R:3
H 0.36 -0.77 1.41
H 1.93 0.64 -1.75
C 1.18 -0.14 -1.67
C -0.37 -0.06 0.95
H 0.88 -0.48 -2.71
H -1.46 0.20 2.79
H 1.71 -0.92 -1.24
S -0.31 0.46 -0.78
H -2.33 0.76 1.24
C -1.60 0.31 1.76
```

Properties
E: -14041.1651 eV
M: 74.15 g/mol
frontier orbital gap: 9.00 eV
ΔE to the lowest compared entry with this formula, charge and spin: 164.1 kJ/mol
structure (SMILES): C=CSC
HOMO: -8.0 eV

ORCA calculation (ωB97M-V/def2-TZVPD) on 2 unconnected molecules or ions with the total composition C3H6Si.

```
10
Properties=species:S:1:pos:R:3
Si 0.66 -0.70 1.39
C -0.07 -0.10 -0.18
C 0.02 -0.24 -1.51
H -1.89 0.76 -1.26
H 2.17 -0.35 1.56
H 0.50 -2.14 1.61
C -0.91 0.69 -1.02
H -0.26 2.76 -0.33
H -0.42 -0.03 2.20
H 0.20 -0.65 -2.45
```

Properties
E: -11078.0971 eV
M: 70.17 g/mol
frontier orbital gap (spin up / spin down): 8.73 / 6.90 eV
ΔE to the lowest compared entry with this formula, charge and spin: 535.4 kJ/mol
HOMO (spin up / spin down): -8.5 / -7.0 eV

ORCA calculation (ωB97M-V/def2-TZVPD) on a molecular structure, C3H7As2Cl4F12NiO5PY.

```
36
Properties=species:S:1:pos:R:3
F -11.46 -5.60 -10.66
F -12.24 -7.77 -11.61
As -7.21 -11.10 -7.22
As -12.65 -6.79 -10.23
Cl -12.35 -11.57 -13.86
F -7.30 -11.18 -9.02
H -10.88 -13.40 -7.84
H -10.87 -11.47 -8.93
Y -9.22 -7.98 -8.40
F -13.90 -6.01 -11.15
P -7.23 -7.49 -10.56
H -10.34 -11.73 -10.57
H -11.55 -10.49 -10.31
Ni -7.65 -10.05 -10.69
O -6.31 -6.39 -10.10
F -7.21 -11.02 -5.49
F -11.30 -7.58 -9.31
Cl -12.63 -15.00 -7.52
Cl -11.07 -13.48 -5.52
F -6.29 -12.56 -7.23
O -8.70 -6.92 -10.43
O -7.39 -8.61 -9.45
F -8.10 -9.53 -7.19
O -9.63 -10.00 -9.80
F -13.01 -5.84 -8.81
Cl -14.33 -11.39 -11.70
C -11.07 -14.20 -7.13
O -7.00 -8.52 -11.69
C -13.30 -10.48 -12.84
H -12.64 -9.80 -12.32
F -8.72 -11.92 -7.14
C -10.66 -10.95 -9.87
F -13.77 -8.00 -9.71
H -13.97 -9.88 -13.45
H -10.35 -15.00 -7.15
F -5.73 -10.20 -7.32
```

Properties
E: -269229.1900 eV
total charge: -1
M: 821.29 g/mol
frontier orbital gap (spin up / spin down): 7.01 / 7.00 eV
spin multiplicity: 3
HOMO (spin up / spin down): -6.5 / -6.5 eV

ORCA calculation (ωB97M-V/def2-TZVPD) on 2 unconnected molecules or ions with the total composition C3H7BClF5O2PS.

```
21
Properties=species:S:1:pos:R:3
C -2.28 -0.77 -1.29
C -1.43 -0.76 0.12
F 3.41 2.17 3.99
C -1.85 0.39 -2.36
H -1.41 -1.89 0.50
H -3.41 -0.60 -1.03
H -0.76 0.31 -2.78
F 2.63 2.94 1.89
H 0.82 0.33 1.14
Cl -1.94 -2.41 -2.11
S 1.62 -1.81 -0.79
F 1.78 -1.74 -2.53
H -2.58 0.27 -3.30
P 0.37 -0.15 -0.14
H -2.00 -0.16 0.95
B 2.23 2.46 3.20
O 0.97 -3.15 -0.33
H -2.04 1.50 -1.98
F 1.43 1.25 3.06
F 1.44 3.49 3.87
O 2.99 -1.67 -0.06
```

Properties
E: -54234.7414 eV
total charge: -1
M: 279.38 g/mol
frontier orbital gap: 8.52 eV
HOMO: -7.2 eV

ORCA calculation (ωB97M-V/def2-TZVPD) on a molecular structure, C3H7BO.

```
12
Properties=species:S:1:pos:R:3
H -0.03 1.12 -1.00
H 0.40 -0.21 -2.09
H -1.48 -0.58 1.87
O 1.72 0.08 0.78
H 0.42 -1.97 0.31
C -1.06 -0.14 0.97
B 0.17 -0.74 0.26
C 1.82 0.40 -0.42
H -1.77 0.08 0.17
H -1.05 0.93 1.20
H 2.81 0.55 -0.81
C 0.53 0.15 -1.07
```

Properties
E: -5942.6210 eV
M: 69.90 g/mol
frontier orbital gap (spin up / spin down): 7.60 / 6.99 eV
spin multiplicity: 3
ΔE to the lowest compared entry with this formula, charge and spin: 112.1 kJ/mol
HOMO (spin up / spin down): -6.7 / -10.7 eV

ORCA calculation (ωB97M-V/def2-TZVPD) on C3H7BO3 in the gas phase.

```
14
Properties=species:S:1:pos:R:3
H 0.21 1.76 0.98
B -0.10 -0.88 -0.11
C 1.00 0.42 -0.41
H 0.12 -2.94 0.21
H -0.14 2.46 -0.69
H -2.06 -0.46 1.29
O 2.14 0.36 0.42
H 1.21 0.47 -1.51
H 2.72 -0.42 0.12
O 0.45 -2.07 -0.06
O -1.43 1.03 -0.10
C -1.69 -0.38 0.24
H -2.34 -0.85 -0.35
C -0.09 1.49 -0.03
```

Properties
E: -10042.3345 eV
M: 101.90 g/mol
frontier orbital gap: 9.26 eV
ΔE to the lowest compared entry with this formula, charge and spin: 352.1 kJ/mol
structure (SMILES): OB1COC[C@H]1O
HOMO: -9.0 eV

ORCA calculation (ωB97M-V/def2-TZVPD) on a molecular structure, C3H7BiO3.

```
14
Properties=species:S:1:pos:R:3
O 1.30 -0.76 1.48
H -0.91 2.12 0.33
H -1.66 -0.59 -0.45
O -1.51 1.23 1.06
C 1.08 -1.20 0.18
H 1.83 0.56 -0.84
O -0.10 0.91 -0.36
H 1.93 -1.79 -0.20
C 0.91 -0.03 -0.79
H 0.19 -1.87 0.11
C -1.53 0.44 -0.08
H 0.63 -0.38 -1.79
Bi -0.04 0.36 2.18
H -2.09 0.99 -0.85
```

Properties
E: -15181.7648 eV
total charge: +2
M: 300.07 g/mol
frontier orbital gap: 8.60 eV
ΔE to the lowest compared entry with this formula, charge and spin: 274.9 kJ/mol
HOMO: -20.6 eV